The following is a DFT calculation (ωB97M-V with the def2-TZVPD basis set) of a molecular structure, C24H28CdCl3N4O2Si.

Structure (ORCA input):
```
! wB97M-V def2-TZVPD RIJCOSX def2/J DEFGRID3
* xyz 1 1
C 4.309 -0.862 2.106
H -3.127 3.099 -3.194
H -5.159 1.849 -2.704
H 0.273 4.112 0.149
C 3.077 -1.095 1.525
H -7.114 -0.045 -0.967
C 6.036 0.522 3.318
H 3.478 -3.208 1.375
H -1.428 4.571 0.377
C -4.567 1.028 -2.311
H -1.483 -4.407 -0.035
H -0.275 1.964 -0.716
H 6.326 -0.308 3.964
C -3.013 -1.079 -1.304
C -3.176 1.220 -2.143
C -2.327 0.113 -1.739
H -4.883 -2.068 -1.080
H -2.994 -3.062 -0.508
H 0.042 1.196 1.511
Cl 2.528 2.144 -1.102
C 3.666 1.271 2.895
Cl 2.127 1.162 -4.184
H -0.269 -3.537 0.907
C -1.126 2.610 -0.515
C -0.681 3.209 1.861
C -0.638 -3.716 -0.108
C 1.457 2.151 2.444
H -1.299 3.948 -2.133
C -5.194 -0.123 -1.910
C -2.319 -2.248 -0.796
H -6.981 -1.288 -2.209
C 0.481 -4.339 -0.957
H 5.066 -1.637 2.036
Si 2.471 0.397 -2.307
C -2.654 2.501 -2.421
Cl 4.450 -0.197 -2.284
N -1.065 -2.430 -0.654
C -4.390 -1.153 -1.395
C 4.647 0.325 2.774
H -7.139 0.414 -2.668
H -1.675 2.853 2.137
N 0.241 2.094 1.979
H 0.437 -3.913 -1.963
H 3.867 2.194 3.430
H -0.396 3.997 2.558
C -6.692 -0.271 -1.949
O 0.891 -0.244 1.067
N 2.013 -2.710 0.037
C 2.854 -2.417 0.943
H 6.107 1.444 3.891
C -0.717 3.743 0.425
C 2.045 -0.096 1.599
O -1.078 0.183 -1.849
H 6.755 0.569 2.498
C 2.378 1.093 2.344
N -1.679 3.086 -1.768
H 1.765 3.068 2.940
H 0.319 -5.412 -1.048
H 2.039 -4.770 0.485
Cd 0.799 -1.056 -1.126
H -1.899 2.000 -0.042
H 2.625 -4.341 -1.120
C 1.869 -4.103 -0.366
*
```

As for the HOMO-LUMO gap: 7.342 eV.

Atomic partial charges in e from the Mulliken method, atoms 1 to 8:
1 C -0.7830
2 H 0.4937
3 H 0.4190
4 H 0.3745
5 C 0.5559
6 H 0.3136
7 C -1.5924
8 H 0.3172